Record 1
A single C4H9ClO2S molecule at a distorted geometry, computed with ωB97M-V/def2-TZVPD.

Each line ends with the natural charge from an NBO analysis.
Element x y z (Å)
C  0.952  -0.734  0.987  -0.65
C  0.063  -0.965  -1.353  -0.65
C  0.309  1.406  -0.246  -0.10
C  0.084  -0.120  -0.111  -0.17
O  -1.994  -1.583  0.795  -0.93
O  -0.266  2.030  0.963  -0.73
S  -1.660  -0.145  0.747  1.26
Cl  -2.792  0.661  -0.791  -0.28
H  0.716  -1.826  1.120  0.25
H  0.745  -0.165  1.925  0.22
H  1.973  -0.694  0.770  0.22
H  -0.616  -0.647  -2.226  0.24
H  -0.157  -1.991  -1.203  0.24
H  1.101  -0.833  -1.536  0.21
H  1.346  1.592  -0.224  0.18
H  -0.245  1.846  -1.179  0.22
H  0.440  2.167  1.564  0.47

Its charge is 0. As for the spin multiplicity: 1. The calculated total energy comes out at -31745.287 eV. For the LUMO energy, the calculation gives 0.52 eV. As for the energy above the lowest of the compared OMol25 structures with the same formula, charge and spin: 10.2 kcal/mol. The gap between HOMO and LUMO is 0.352 Ha. Its HOMO energy is -9.05 eV. The largest force on an atom is 2.78 eV/A.



Record 2
A molecular structure, C4H6GaO2 at a distorted geometry, computed with ωB97M-V/def2-TZVPD.

Each line ends with the natural charge from an NBO analysis.
Element x y z (Å)
O  -2.398  1.102  0.076  -0.70
C  -1.157  0.629  -0.398  -0.04
C  -0.637  -0.385  0.618  -0.52
C  0.750  -0.799  0.378  -0.07
C  1.707  -1.313  -0.246  -0.15
H  -2.724  1.792  -0.508  0.50
H  -0.435  1.457  -0.507  0.16
H  -1.265  0.142  -1.382  0.19
H  -1.267  -1.289  0.582  0.30
H  -0.710  0.047  1.628  0.27
H  2.322  -2.208  -0.325  0.32
O  3.368  0.315  -0.683  -0.69
Ga  2.446  0.510  0.767  1.43

Its charge is +1. As for the spin multiplicity: 1. The calculated total energy comes out at -60703.058 eV. For the LUMO energy (spin up / spin down), the calculation gives -7.81 / -7.06 eV. As for the energy above the lowest of the compared OMol25 structures with the same formula, charge and spin: 24.8 kcal/mol. The gap between HOMO and LUMO (spin up / spin down) is 0.250 / 0.277 Ha. Its HOMO energy (spin up / spin down) is -14.60 / -14.59 eV. The largest force on an atom is 2.01 eV/A.



Record 3
A molecular structure, C23H21Cl2N2O2RuS2, computed with ωB97M-V/def2-TZVPD.

Each line ends with the natural charge from an NBO analysis.
Element x y z (Å)
Ru  0.415  0.373  0.378  1.37
C  0.241  -0.400  -2.815  -0.42
N  0.836  -1.078  -1.647  -0.50
C  0.225  -2.387  -1.403  -0.24
C  -1.217  -2.261  -0.967  -0.21
N  -1.393  -1.402  0.223  -0.50
C  -2.683  -0.680  0.110  -0.41
C  -1.321  -2.181  1.458  0.08
C  -2.430  -2.914  1.874  -0.18
C  -2.400  -3.654  3.042  -0.24
C  -1.242  -3.667  3.810  -0.20
C  -0.131  -2.956  3.392  -0.20
C  -0.142  -2.212  2.207  -0.18
S  1.352  -1.425  1.699  -0.20
C  2.274  -1.122  -1.778  0.21
C  2.929  -2.248  -2.258  -0.27
C  4.310  -2.257  -2.392  -0.20
C  5.040  -1.128  -2.053  -0.21
C  4.388  0.000  -1.577  -0.21
C  3.004  0.016  -1.428  -0.20
S  2.207  1.464  -0.796  -0.20
H  0.349  -1.015  -3.716  0.19
H  0.740  0.552  -2.967  0.24
H  -0.816  -0.201  -2.644  0.20
H  0.808  -2.890  -0.633  0.24
H  0.239  -3.006  -2.310  0.19
H  -1.600  -3.264  -0.761  0.21
H  -1.824  -1.850  -1.772  0.20
H  -3.512  -1.369  -0.075  0.18
H  -2.630  0.032  -0.708  0.22
H  -2.874  -0.126  1.023  0.22
H  -3.334  -2.906  1.278  0.20
H  -3.274  -4.213  3.351  0.22
H  -1.205  -4.231  4.733  0.22
H  0.778  -2.965  3.980  0.22
H  2.367  -3.132  -2.529  0.21
H  4.808  -3.146  -2.759  0.21
H  6.118  -1.126  -2.151  0.22
H  4.949  0.882  -1.294  0.22
Cl  -2.855  6.827  2.728  0.00
C  -2.340  5.313  2.037  -0.09
C  -3.084  4.747  0.995  -0.19
C  -2.696  3.560  0.435  -0.12
Cl  -3.627  2.879  -0.863  0.01
C  -1.541  2.849  0.873  0.48
O  -1.203  1.755  0.285  -0.79
C  -0.831  3.444  1.942  -0.29
C  0.312  2.798  2.529  0.45
O  0.688  1.651  2.307  -0.59
C  -1.228  4.675  2.499  -0.15
H  -3.967  5.252  0.627  0.24
H  0.880  3.394  3.260  0.14
H  -0.647  5.104  3.307  0.23

Its charge is 0. Its expectation value of S² is 8.766. As for the spin multiplicity: 6. The calculated total energy comes out at -80563.643 eV. For the LUMO energy (spin up / spin down), the calculation gives -0.22 / -1.16 eV. As for the energy above the lowest of the compared OMol25 structures with the same formula, charge and spin: 0.0 kcal/mol. The gap between HOMO and LUMO (spin up / spin down) is 0.264 / 0.250 Ha. Its HOMO energy (spin up / spin down) is -7.39 / -7.96 eV. The largest force on an atom is 0.34 eV/A.



Record 4
A gas-phase ion, C12H23N4O3S (charge -1) at a distorted geometry, computed with ωB97M-V/def2-TZVPD.

Each line ends with the natural charge from an NBO analysis.
Element x y z (Å)
C  -0.134  -0.693  4.704  -0.42
N  -1.241  -0.182  3.851  -0.65
C  -1.103  1.100  3.404  0.67
O  -0.290  1.887  3.856  -0.65
C  -1.743  1.376  2.036  -0.14
C  -3.300  1.118  2.125  -0.51
S  -3.650  -0.692  2.347  -0.62
N  -1.259  0.380  1.064  -0.67
C  -0.977  0.625  -0.210  0.69
O  -0.616  1.688  -0.656  -0.66
C  -1.264  -0.587  -1.140  -0.12
C  0.057  -1.444  -1.160  -0.42
C  1.139  -0.745  -2.075  -0.40
C  2.628  -0.638  -1.707  -0.41
C  2.761  0.371  -0.518  -0.23
N  2.621  -0.253  0.817  -0.86
N  -2.452  -1.352  -0.563  -0.65
C  -3.194  -2.169  -1.269  0.67
C  -4.404  -2.672  -0.602  -0.70
O  -2.829  -2.492  -2.462  -0.70
H  -0.348  -1.643  5.213  0.19
H  0.107  0.045  5.476  0.22
H  0.685  -0.997  3.994  0.19
H  -1.808  -0.787  3.337  0.42
H  -1.559  2.399  1.692  0.24
H  -3.588  1.792  2.965  0.19
H  -3.702  1.581  1.246  0.19
H  -1.657  -0.525  1.243  0.43
H  -1.443  -0.203  -2.167  0.23
H  0.452  -1.605  -0.178  0.22
H  -0.294  -2.409  -1.576  0.22
H  0.723  0.305  -2.336  0.20
H  1.068  -1.162  -2.984  0.19
H  3.089  -0.309  -2.603  0.20
H  2.884  -1.650  -1.322  0.20
H  3.791  0.734  -0.652  0.16
H  1.952  1.118  -0.706  0.22
H  3.573  -0.506  1.104  0.36
H  2.094  0.364  1.361  0.38
H  -2.930  -0.904  0.191  0.43
H  -5.101  -1.848  -0.220  0.24
H  -5.022  -3.108  -1.278  0.22
H  -4.182  -3.341  0.126  0.23

As for the structure (SMILES): CNC(=O)[C@H](C[S-])NC(=O)[C@@H](CCCCN)NC(C)=O. Its charge is -1. As for the spin multiplicity: 1. The calculated total energy comes out at -35756.572 eV. For the LUMO energy, the calculation gives 3.20 eV. As for the energy above the lowest of the compared OMol25 structures with the same formula, charge and spin: 39.2 kcal/mol. The gap between HOMO and LUMO is 0.274 Ha. Its HOMO energy is -4.25 eV. The largest force on an atom is 4.98 eV/A.



Record 5
A molecular structure, C25H22BrLiN5O at a distorted geometry, computed with ωB97M-V/def2-TZVPD.

Each line ends with the natural charge from an NBO analysis.
Element x y z (Å)
Li  0.240  -0.287  1.247  0.90
Br  4.683  -1.556  -4.578  0.13
C  3.939  -1.204  -2.910  -0.10
C  4.550  -0.282  -2.024  -0.21
C  4.024  -0.034  -0.764  -0.25
C  2.867  -0.718  -0.374  0.18
C  2.243  -1.579  -1.288  -0.23
C  2.784  -1.830  -2.508  -0.22
N  2.202  -0.588  0.871  -0.52
C  2.917  -0.530  1.914  0.15
C  2.290  -0.371  3.257  0.11
C  3.048  -0.398  4.425  -0.19
C  2.371  -0.257  5.636  -0.14
C  0.983  -0.128  5.623  -0.22
C  0.291  -0.037  4.408  0.07
N  0.923  -0.207  3.264  -0.51
H  5.458  0.286  -2.245  0.24
H  4.511  0.692  -0.134  0.23
H  1.287  -1.997  -1.037  0.21
H  2.312  -2.510  -3.190  0.24
H  4.009  -0.617  1.912  0.19
H  4.096  -0.569  4.350  0.23
H  2.942  -0.315  6.527  0.24
H  0.444  -0.127  6.552  0.24
H  -0.807  0.068  4.389  0.21
C  -0.709  3.338  0.325  -0.63
C  -1.053  2.473  -0.867  -0.01
C  -2.357  2.274  -1.244  -0.21
C  -2.624  1.360  -2.219  -0.24
C  -1.623  0.568  -2.804  0.20
N  -1.940  -0.503  -3.684  -0.67
C  -2.893  -1.503  -3.502  0.79
O  -3.172  -2.272  -4.391  -0.61
N  -3.632  -1.569  -2.301  -0.68
C  -3.297  -1.215  -0.965  0.21
C  -4.296  -0.876  -0.069  -0.19
C  -3.932  -0.413  1.184  -0.23
C  -2.575  -0.172  1.429  0.02
N  -1.604  -0.533  0.599  -0.54
C  -1.983  -1.086  -0.552  0.00
C  -0.295  0.953  -2.585  -0.25
C  -0.005  1.934  -1.642  -0.22
H  0.357  3.366  0.462  0.21
H  -1.143  2.990  1.276  0.21
H  -1.067  4.336  0.202  0.23
H  -3.169  2.681  -0.642  0.22
H  -3.670  1.201  -2.391  0.23
H  -1.509  -0.543  -4.607  0.43
H  -4.373  -2.280  -2.502  0.44
H  -5.334  -0.886  -0.340  0.24
H  -4.675  -0.084  1.900  0.24
H  -2.304  0.385  2.303  0.19
H  -1.257  -1.508  -1.200  0.20
H  0.517  0.448  -3.116  0.23
H  1.007  2.231  -1.386  0.22

Its charge is +1. As for the spin multiplicity: 1. The calculated total energy comes out at -106024.597 eV. For the LUMO energy, the calculation gives -3.74 eV. As for the energy above the lowest of the compared OMol25 structures with the same formula, charge and spin: 0.0 kcal/mol. The gap between HOMO and LUMO is 0.271 Ha. Its HOMO energy is -11.10 eV. The largest force on an atom is 2.06 eV/A.



Record 6
A single C5H7BrN2 molecule at a distorted geometry, computed with ωB97M-V/def2-TZVPD.

Each line ends with the natural charge from an NBO analysis.
Element x y z (Å)
C  1.660  -2.100  -0.153  -0.64
C  0.869  -0.835  -0.130  0.09
N  1.282  0.263  -0.764  -0.35
N  0.472  1.317  -0.618  -0.32
C  -0.637  1.081  0.041  0.27
C  -1.837  1.818  0.328  -0.69
C  -0.323  -0.700  0.588  -0.31
Br  -1.635  -1.777  1.180  0.14
H  1.734  -2.559  -1.189  0.23
H  2.712  -1.983  0.148  0.23
H  1.103  -2.644  0.609  0.22
H  0.791  2.200  -1.141  0.42
H  -1.570  2.795  0.574  0.22
H  -2.342  1.850  -0.607  0.24
H  -2.280  1.274  1.134  0.25

As for the structure (SMILES): Cc1n[nH]c(C)c1Br. Its charge is 0. As for the spin multiplicity: 1. The calculated total energy comes out at -78317.682 eV. For the LUMO energy, the calculation gives 0.80 eV. As for the energy above the lowest of the compared OMol25 structures with the same formula, charge and spin: 58.7 kcal/mol. The gap between HOMO and LUMO is 0.306 Ha. Its HOMO energy is -7.53 eV. The largest force on an atom is 7.80 eV/A.



Record 7
2 unconnected molecules or ions with the total composition C7H8BrIO at a distorted geometry, computed with ωB97M-V/def2-TZVPD.

Each line ends with the natural charge from an NBO analysis.
Element x y z (Å)
I  -4.355  -0.987  0.149  0.28
C  -2.516  -0.593  -0.577  -0.22
C  -1.596  -0.504  -1.318  -0.07
C  -0.292  -0.372  -1.886  -0.15
O  0.811  -0.389  -0.976  -0.47
C  0.638  0.501  0.009  0.31
C  -0.307  1.355  0.343  -0.33
C  0.360  1.691  1.676  -0.40
C  1.458  0.622  1.312  -0.43
H  -0.076  -1.247  -2.425  0.22
H  -0.337  0.595  -2.546  0.21
H  -1.075  2.080  0.013  0.23
H  0.814  2.603  1.845  0.19
H  -0.430  1.528  2.439  0.20
H  2.555  0.836  1.091  0.22
H  1.507  -0.266  1.964  0.21
Br  1.235  -3.509  0.085  -0.19
H  1.606  -3.945  -1.198  0.20

As for the structure (SMILES): IC#CCOC1=CCC1.Br. Its charge is 0. As for the spin multiplicity: 1. The calculated total energy comes out at -87574.117 eV. For the LUMO energy, the calculation gives 0.29 eV. As for the energy above the lowest of the compared OMol25 structures with the same formula, charge and spin: 58.2 kcal/mol. The gap between HOMO and LUMO is 0.324 Ha. Its HOMO energy is -8.53 eV. The largest force on an atom is 3.78 eV/A.



Record 8
2 unconnected molecules or ions with the total composition CH6N2O at a distorted geometry, computed with ωB97M-V/def2-TZVPD.

Each line ends with the natural charge from an NBO analysis.
Element x y z (Å)
N  1.821  0.504  -0.176  -0.02
O  1.753  -0.672  0.132  -0.31
H  2.079  1.135  0.626  0.27
C  -1.190  -0.480  -0.036  -0.44
N  -0.397  0.754  -0.259  -0.83
H  -0.540  -1.254  0.340  0.17
H  -2.089  -0.481  0.544  0.20
H  -1.369  -0.863  -1.037  0.19
H  -0.268  1.174  0.619  0.36
H  0.201  0.182  -0.754  0.40

As for the structure (SMILES): N=O.CN. Its charge is 0. As for the spin multiplicity: 1. The calculated total energy comes out at -6156.998 eV. For the LUMO energy, the calculation gives -0.31 eV. As for the energy above the lowest of the compared OMol25 structures with the same formula, charge and spin: 126.8 kcal/mol. The gap between HOMO and LUMO is 0.330 Ha. Its HOMO energy is -9.30 eV. The largest force on an atom is 5.65 eV/A.



> Which of these has the lowest charge?

C12H23N4O3S